A molecular structure, C58H42ClN2O4P3S2SiTl at a distorted geometry. Source: OMol25; level of theory: wB97M-V/def2-TZVPD.

The geometry in ORCA input format:
```
! wB97M-V def2-TZVPD RIJCOSX def2/J DEFGRID3
* xyz -1 1
C -1.84 0.58 -2.38
C 3.18 -2.95 0.13
H -6.54 -0.41 1.63
H -4.59 2.41 -0.89
C -2.50 -5.61 1.85
C 3.96 1.61 1.16
C -3.11 0.06 1.95
C -0.71 -5.71 3.50
C -4.54 -0.45 2.09
H 1.00 -4.47 3.06
C -0.01 -2.24 -3.42
C -3.02 1.67 0.44
Si -0.44 -0.32 -1.42
C -3.04 1.58 2.03
C -3.59 0.37 -4.09
P 1.61 0.24 1.15
O 2.11 -1.32 -6.35
C -5.53 1.13 0.43
C 2.16 -3.82 0.47
H 5.23 -2.68 -0.43
H 0.23 1.95 3.00
C -1.03 0.06 0.38
C -2.53 0.16 0.49
C -4.44 1.76 -0.05
H 0.69 -2.08 2.54
O 2.52 -0.40 -4.24
C -2.23 5.21 -1.53
C 2.93 4.19 1.34
S 5.26 0.42 -2.15
C -3.79 4.76 0.24
C -3.83 6.83 -0.88
C -1.73 -4.69 1.11
C 0.53 -4.58 -3.22
C 0.69 -1.63 4.62
P -1.82 2.72 -0.48
C -2.74 4.30 -0.57
C -3.13 2.50 -3.05
H -0.27 -6.06 4.43
H 2.55 5.19 1.37
H -4.18 4.07 0.95
H -2.43 7.04 -2.54
H 0.49 -3.45 -5.06
Cl 2.02 -0.05 -5.61
H 1.67 -5.92 0.74
C 3.73 -5.66 0.28
C 0.36 -3.44 -4.00
N 4.92 5.38 -3.24
C -2.25 1.91 -2.14
H -2.44 -0.43 2.66
C 1.69 -0.23 2.94
C -0.45 -4.41 1.49
O 3.88 0.14 -1.42
H 4.35 0.62 0.99
C 0.05 -4.84 2.72
H -3.54 -5.88 1.58
C -0.56 1.59 2.39
C 4.45 -3.40 -0.16
H -2.96 -0.54 -0.25
H 5.87 2.49 1.02
H -4.69 -1.31 2.70
H -3.89 2.16 2.44
H -3.40 3.53 -3.02
H 0.84 -0.99 6.66
H 4.96 4.84 1.24
H 0.57 -5.35 -1.26
H 0.08 -2.50 4.87
H -4.24 7.83 -1.00
C -4.31 6.02 0.14
H -5.06 6.40 0.86
C -1.97 -6.10 3.04
C 5.33 2.06 -2.56
C 6.63 2.42 -3.11
H 0.86 -5.50 -3.71
S 2.55 2.93 -2.41
H 2.24 1.02 6.03
Tl 1.84 0.64 -2.17
P 0.50 -3.10 0.54
H -2.36 -1.25 -3.39
N 7.64 2.62 -3.63
C 2.07 3.08 1.27
C -5.56 0.03 1.41
H -2.12 -4.25 0.20
H -4.46 2.22 -4.73
C 4.31 3.97 1.19
C -0.15 0.70 1.25
C -2.81 6.43 -1.75
C 4.64 4.30 -2.97
H -1.30 4.87 -2.06
H -4.21 -0.19 -4.78
C 2.58 1.79 1.18
H -6.46 1.32 -0.08
C -2.56 -0.17 -3.33
O 0.59 0.36 -5.43
C -1.76 2.01 2.68
H -0.13 -1.40 -4.09
C 0.11 -3.26 -1.22
H 5.74 -5.09 -0.33
C 2.18 0.59 3.95
H 0.99 3.21 1.22
C 2.45 -5.18 0.56
H -1.89 2.69 3.53
C 1.02 -1.40 3.31
C -3.78 1.74 -4.04
H 3.94 -6.69 0.41
C 1.10 -0.80 5.63
C -0.14 -2.10 -2.01
C 4.72 -4.75 -0.14
H -2.59 -6.77 3.60
C 1.90 0.31 5.26
C 4.80 2.70 1.10
C 4.28 2.96 -2.62
H 2.77 1.48 3.73
H 2.90 -1.90 0.08
C 0.39 -4.47 -1.85
*
```

Properties
relative energy (zero: lowest compared OMol25 entry of this formula, charge and spin) = 58.5 kcal/mol
Kohn-Sham gap = 0.2334 Ha
HOMO level = -4.69 eV
LUMO level = 1.659 eV
DFT total energy = -146620.918 eV

Atomic partial charges in e from the Mulliken method, atoms 1 to 4: atom 1 (C): 0.87, atom 2 (C): 0.61, atom 3 (H): 0.33, atom 4 (H): 0.49


A molecular structure, C58H46Br2N8O2ReS2 at a distorted geometry. Source: OMol25; level of theory: wB97M-V/def2-TZVPD.

The geometry in ORCA input format:
```
! wB97M-V def2-TZVPD RIJCOSX def2/J DEFGRID3
* xyz 4 4
C -0.71 -0.26 2.77
H 0.13 -2.12 6.02
H 0.12 -4.71 -5.47
H 3.75 -5.92 3.19
C -0.15 -1.66 5.10
C -1.65 -2.02 -2.45
H -5.42 2.59 1.68
C 2.97 -5.21 3.35
H 1.63 3.25 4.03
N 0.32 -5.24 0.47
H -0.77 0.14 1.80
C 2.28 -3.01 -1.48
S -0.27 0.24 -1.50
Br 2.49 -6.40 5.94
C 1.85 -5.65 -1.32
H -4.07 -5.72 1.51
H -4.02 8.02 -2.99
C -1.14 2.36 -0.06
H 1.61 0.76 0.81
C -2.69 0.45 -0.24
H -5.11 4.82 2.61
H 0.08 2.45 2.41
C -1.18 4.85 -4.69
H -2.36 -1.84 1.03
C -1.76 -3.05 -3.37
C -2.11 2.98 0.78
H -2.67 8.75 -3.99
C 2.90 4.31 2.64
C 2.49 4.53 -0.98
C -2.97 4.97 2.01
H 3.82 -2.65 1.52
H -1.93 1.07 3.84
H -2.21 4.02 -1.54
H 1.65 -6.70 -1.20
C -2.00 -5.66 0.99
C 1.81 3.49 2.97
H 3.99 5.16 1.02
H 3.54 2.08 1.14
C -1.29 0.15 3.90
H 0.28 -6.27 0.46
H -1.58 -4.92 -5.14
C -1.98 6.01 -4.84
C 3.18 4.58 1.34
C -3.44 -3.69 1.16
H 3.54 -3.40 -3.26
C 0.06 -2.10 -4.58
H 3.13 -5.82 -3.00
H 0.67 -2.02 -5.51
H 0.92 -0.23 -3.84
C -1.37 4.12 -3.45
O -0.98 1.37 -2.98
N 1.60 -3.50 2.48
H -2.54 -3.83 -3.19
H 6.99 -0.71 1.69
C 2.49 -4.48 2.34
C 0.17 2.95 -0.43
N 4.86 0.54 1.32
H -4.63 0.76 0.56
C 2.66 -5.14 -2.26
C -3.59 1.11 0.46
C -0.96 -4.77 0.70
C 1.23 -4.78 -0.50
H -3.91 7.87 -4.83
H -4.39 -3.26 1.21
C 2.54 0.26 1.00
N 6.20 -1.30 1.54
C -0.86 -4.20 -5.45
C 0.55 3.26 -1.76
C 3.67 1.03 1.17
C 4.99 -0.81 1.37
Re 0.78 -2.19 0.95
H -1.91 -6.71 1.04
C -1.96 4.35 1.24
O 0.04 -0.95 -0.26
H 3.53 4.59 3.46
C 0.93 3.01 2.09
H -2.76 5.97 2.37
C -2.70 5.88 -2.52
N -1.02 -3.42 0.88
C -2.09 4.67 -2.38
H 0.90 -3.90 5.76
C 1.02 3.37 0.70
C -3.36 7.93 -3.88
H 3.40 5.10 -1.21
C -1.02 -0.51 5.10
Br -1.74 0.21 6.55
H -0.47 4.56 -5.44
C -4.22 4.29 2.22
C -3.26 -5.05 1.26
C 2.30 -5.16 4.60
H -2.30 -2.10 -1.56
N 0.07 -1.40 2.74
C -0.71 -1.01 -2.63
H 6.42 -2.26 1.39
C 0.36 -2.07 3.91
N 1.43 -3.48 -0.54
C 1.37 -4.16 4.80
H 2.02 4.18 -3.06
C 0.19 -1.03 -3.71
H -2.96 -0.44 -0.84
N 2.63 -1.07 1.10
H 2.49 -1.97 -1.46
H -1.06 4.86 1.08
C 1.73 4.02 -2.03
C -1.45 1.04 -0.50
C -2.58 6.61 -3.70
C -4.45 3.05 1.69
H -0.95 -3.87 -6.47
C 1.16 -3.30 3.73
H -3.32 6.29 -1.76
C -2.28 -2.93 1.04
C 3.83 -1.61 1.36
S -0.30 2.77 -3.23
C -3.38 2.39 1.00
C 2.91 -3.80 -2.45
H -1.87 6.63 -5.73
C -0.90 -3.11 -4.43
C 2.21 4.18 0.38
H 2.86 -4.71 1.32
*
```

Properties
relative energy (zero: lowest compared OMol25 entry of this formula, charge and spin) = 0.0 kcal/mol
Kohn-Sham gap (spin up / spin down) = 0.2285 / 0.1850 Ha
HOMO level (spin up / spin down) = -16.57 / -16.58 eV
LUMO level (spin up / spin down) = -10.356 / -11.543 eV
DFT total energy = -240757.928 eV

Atomic partial charges in e from the Mulliken method, atoms 1 to 4: atom 1 (C): 0.04, atom 2 (H): 0.59, atom 3 (H): 0.35, atom 4 (H): 0.54


A molecular structure, C58H47CaNO2P3Se at a distorted geometry. Source: OMol25; level of theory: wB97M-V/def2-TZVPD.

The geometry in ORCA input format:
```
! wB97M-V def2-TZVPD RIJCOSX def2/J DEFGRID3
* xyz 1 1
H -5.38 0.84 -2.44
H -1.82 -2.39 -3.59
H -5.38 -0.27 -4.65
C 3.16 1.31 -3.94
H -4.29 1.84 1.14
C 2.19 4.76 0.04
H 0.23 -0.63 -3.00
C 1.43 -4.15 -1.99
H 2.86 -3.95 -3.58
P -1.37 -1.39 -0.75
H -3.61 0.33 -0.81
O -1.72 -1.74 2.22
H 3.77 4.60 -3.37
C -4.75 -3.79 4.04
C 4.25 3.55 -5.18
H 0.86 4.29 -3.05
C 2.62 -2.65 1.28
C -2.60 -1.69 -3.33
H -2.76 -3.75 -1.66
C 0.95 -0.75 2.46
O 1.65 1.43 -1.31
H -2.90 0.36 2.50
C 1.57 5.96 0.36
C -4.60 -0.49 -3.93
C 1.36 -1.87 3.18
C -3.61 -0.16 -1.77
Se -2.69 4.52 -3.04
H 4.59 2.26 -6.85
C -1.37 -0.35 5.56
H 2.88 4.31 0.74
H -3.59 -1.88 -5.22
H 1.77 6.43 1.32
C -1.86 3.07 -2.59
H -2.26 -1.07 7.38
H -4.92 -3.82 5.11
C -2.74 -2.30 5.70
H 3.63 0.27 -5.76
C 2.05 -3.48 -3.03
H 7.43 2.92 -0.42
C 0.47 5.97 -1.78
H 5.49 3.16 -1.92
C 1.42 -0.58 1.17
H 0.25 7.51 -0.30
H -0.86 0.48 6.03
H -3.31 -3.00 6.30
C 1.06 4.76 -2.10
C 0.38 -3.56 -1.30
H -5.24 -2.90 3.64
P -0.01 0.55 3.35
H 1.03 -2.01 4.20
H -2.67 -5.05 5.37
C -1.06 1.40 2.09
H -3.30 3.81 0.00
H 2.09 -1.70 -4.22
C 3.75 3.65 -3.89
C -3.60 -1.40 -4.25
C -2.43 1.18 1.97
H 0.52 2.80 1.64
Ca -0.27 1.08 -0.76
C -1.22 -0.55 4.20
C -2.14 -1.22 6.32
H -0.09 -4.09 -0.48
H 3.27 -3.39 0.82
C -2.68 3.13 0.57
H 1.77 -5.14 -1.71
C 6.45 2.61 -0.09
C 6.29 2.06 1.18
C -3.51 -4.77 0.05
C 5.36 2.75 -0.93
C -0.06 -2.29 -1.66
C -3.06 -3.75 2.20
C 2.25 -1.52 0.57
H -3.00 -5.92 3.87
C -2.35 -2.75 1.55
H -0.20 6.45 -2.48
C 4.20 2.33 -5.84
H -3.96 -5.57 -0.52
C 1.62 -2.21 -3.39
H 2.96 1.49 1.10
C -2.83 -3.76 -0.58
H -0.90 4.28 0.25
C -2.56 -5.01 4.29
H 2.49 -3.69 3.15
C 3.94 1.80 0.77
H 4.90 1.23 2.59
C -3.62 -4.76 1.43
C 3.21 2.53 -3.27
H 1.16 0.32 0.63
H -4.17 -5.56 1.92
H -5.23 -4.66 3.60
C -2.60 -1.07 -2.08
H 7.14 1.95 1.83
H 2.74 0.45 -3.43
P 2.64 2.55 -1.56
C 0.58 -1.62 -2.70
C -0.52 2.53 1.46
C -4.61 0.13 -2.69
C -3.23 2.03 1.21
C -2.24 -2.73 0.15
C 5.03 1.66 1.61
C 0.72 6.57 -0.55
C 2.18 -2.82 2.58
C -1.87 -1.63 3.58
H -1.49 -5.01 4.06
C -1.32 3.39 0.70
C -3.25 -3.76 3.71
C 4.09 2.35 -0.50
C -2.61 -2.53 4.33
C 3.66 1.21 -5.23
C 1.93 4.16 -1.19
N -1.30 2.09 -2.27
H 4.67 4.42 -5.66
H 2.61 -1.36 -0.44
*
```

Properties
Kohn-Sham gap = 0.2902 Ha
HOMO level = -9.89 eV
LUMO level = -1.997 eV
DFT total energy = -178145.735 eV

Atomic partial charges in e from the Mulliken method, atoms 1 to 4: atom 1 (H): 0.47, atom 2 (H): 0.44, atom 3 (H): 0.41, atom 4 (C): -0.36


A molecular structure, C58H48IrN4O8 at a distorted geometry. Source: OMol25; level of theory: wB97M-V/def2-TZVPD.

The geometry in ORCA input format:
```
! wB97M-V def2-TZVPD RIJCOSX def2/J DEFGRID3
* xyz 0 2
C -2.63 -0.71 2.01
C 2.95 0.18 0.88
C 1.86 -4.09 2.73
H 5.56 0.19 -2.28
C 4.06 0.41 0.01
C -1.71 4.94 -3.06
C 2.87 -1.20 -6.06
C 0.56 -4.08 2.21
C -1.82 -2.52 3.07
N 0.31 1.20 -1.54
H -1.43 8.60 -4.86
C -1.21 4.60 -1.81
C 1.55 -6.33 3.54
O -8.60 0.45 3.99
H -2.26 6.51 -4.41
H -1.22 -5.22 1.96
H 3.81 0.80 -0.96
H -3.10 8.65 -4.25
N 0.53 -1.46 -0.49
H -9.33 -1.49 3.77
H 1.03 -0.54 -5.18
H -4.38 1.84 3.53
C 2.05 -0.87 -4.99
C -1.03 3.18 -1.40
C -4.07 2.26 0.24
H -1.67 -3.38 3.70
C 1.50 -3.53 -0.47
C -1.51 7.28 -2.54
O 2.12 -7.38 4.20
H 5.67 -2.01 -4.35
H 3.41 -1.18 4.89
H 7.17 0.94 -2.19
C -2.05 2.56 -0.69
C -3.22 1.18 0.57
C 1.84 -2.95 -1.64
H -0.38 -7.21 3.12
O 6.44 0.38 -0.40
H 2.39 1.69 -4.05
C -1.86 6.27 -3.43
O -1.62 8.61 -2.79
C -3.52 0.22 1.56
C 1.20 0.72 -2.42
H 0.43 -8.31 4.97
C -3.34 3.14 -0.51
C 2.35 -5.20 3.38
H -1.98 4.16 -3.76
Ir -0.30 0.31 0.24
H -9.92 -0.30 2.57
H 4.19 -1.42 -2.44
H 2.49 -1.12 -7.07
C -0.98 2.45 2.28
C 4.18 -1.62 -5.82
C 2.19 -0.47 3.20
H 5.74 1.86 -1.68
C -9.63 -0.45 3.62
C 1.66 1.79 -3.27
N -1.37 -0.93 1.47
C 6.20 0.87 -1.71
N -2.01 1.33 -0.05
C 3.24 -0.29 2.19
H -3.64 4.09 -0.90
C -7.14 -0.57 2.34
C -6.40 1.20 3.79
H -2.05 10.07 -4.10
H -10.48 -0.22 4.26
H 2.45 -3.37 -2.43
C -0.87 5.62 -0.92
C -1.01 6.94 -1.28
C 0.10 2.51 -1.84
C -2.88 -1.70 3.04
C 5.64 -0.31 1.68
H 2.76 0.44 5.05
H -5.08 2.38 0.59
C 0.68 -2.58 0.25
H -5.68 -1.31 0.96
C -0.22 -5.21 2.37
C 3.82 -1.38 -3.46
H -3.78 -1.74 3.63
C -4.88 0.26 2.17
C 0.26 -6.34 3.03
H 5.46 -2.21 -8.75
O 1.02 -0.52 2.89
C 4.65 -1.70 -4.51
H 1.04 -8.99 3.44
O 1.82 0.47 0.31
C 0.09 -2.86 1.49
H 3.36 -5.22 3.79
H 1.68 -0.96 5.20
C 4.62 -1.89 -8.14
C 1.29 -1.62 -1.64
H 6.66 -0.50 1.97
O 0.01 1.88 1.47
C 1.62 -0.63 -2.54
H -1.68 3.08 1.73
H -0.48 5.36 0.05
H 1.05 3.91 -3.29
C 1.33 -8.53 4.39
C -0.93 -2.09 2.02
H -0.75 7.74 -0.60
H 4.34 -0.87 -8.41
H -1.54 1.70 2.85
H 1.95 -9.23 4.95
H 1.78 -4.50 -0.11
C 2.54 -0.56 4.68
C 4.59 -0.51 2.54
C -2.08 8.99 -4.08
H -6.63 1.90 4.58
C 2.50 -0.97 -3.68
O 5.06 -1.96 -6.79
C -5.16 1.16 3.20
C -5.88 -0.60 1.75
H 4.81 -0.86 3.53
H 2.49 -3.22 2.60
H 3.77 -2.56 -8.31
H -0.45 3.08 2.99
C 0.99 2.92 -2.88
H -7.91 -1.25 1.98
C -7.41 0.33 3.36
C 5.36 0.17 0.40
*
```

Properties
relative energy (zero: lowest compared OMol25 entry of this formula, charge and spin) = 74.6 kcal/mol
Kohn-Sham gap (spin up / spin down) = 0.2126 / 0.2182 Ha
HOMO level (spin up / spin down) = -6.88 / -7.06 eV
LUMO level (spin up / spin down) = -1.089 / -1.124 eV
DFT total energy = -86101.556 eV

Atomic partial charges in e from the Mulliken method, atoms 1 to 4: atom 1 (C): 0.22, atom 2 (C): -1.29, atom 3 (C): -0.06, atom 4 (H): 0.01